Record 1
This record from the Open Molecules 2025 dataset describes 6 unconnected molecules or ions with the total composition C16H44O6. The level of theory is ωB97M-V/def2-TZVPD.

Net charge = 0
Gap between HOMO and LUMO = 9.969 eV
Structure (SMILES) = CC(C)O.CC(C)O.CC(C)O.CC(C)O.CCO.CCO
E_HOMO = -9.50 eV
LUMO level = 0.5 eV

Last column: Löwdin charge in e.
CARTESIAN COORDINATES (ANGSTROEM)
C (0.401, -0.594, 0.866)  -0.087
C (0.596, -0.983, -0.579)  -0.291
O (-0.645, -0.861, -1.265)  -0.102
H (-0.023, 0.394, 1.058)  0.067
H (1.272, -0.861, 1.468)  0.076
H (-0.388, -1.218, 1.314)  0.078
H (0.908, -2.033, -0.605)  0.116
H (1.384, -0.389, -1.056)  0.107
H (-0.713, -1.489, -1.995)  0.046
C (3.324, 2.097, -4.034)  -0.096
C (4.813, 2.342, -3.895)  -0.327
O (5.018, 3.727, -3.599)  -0.082
H (3.153, 1.058, -4.333)  0.073
H (2.912, 2.711, -4.833)  0.079
H (2.831, 2.273, -3.081)  0.061
H (5.329, 2.094, -4.830)  0.106
H (5.243, 1.711, -3.112)  0.108
H (5.826, 3.806, -3.087)  0.076
C (-3.134, -2.635, -3.481)  -0.047
C (-1.840, -2.437, -4.251)  -0.470
C (-1.577, -0.976, -4.553)  -0.054
O (-0.812, -2.947, -3.370)  -0.075
H (-4.028, -2.428, -4.062)  0.085
H (-3.086, -2.023, -2.578)  0.083
H (-3.185, -3.670, -3.136)  0.082
H (-1.841, -3.039, -5.164)  0.134
H (-2.148, -0.591, -5.397)  0.086
H (-0.510, -0.781, -4.695)  0.082
H (-1.847, -0.358, -3.688)  0.066
H (0.019, -2.963, -3.856)  0.097
C (1.074, 1.095, 5.125)  -0.068
C (0.225, 1.814, 4.082)  -0.493
C (-0.614, 2.939, 4.669)  -0.047
O (1.093, 2.343, 3.069)  -0.064
H (0.437, 0.696, 5.916)  0.079
H (1.823, 1.762, 5.555)  0.085
H (1.630, 0.278, 4.655)  0.066
H (-0.470, 1.102, 3.616)  0.123
H (-0.054, 3.876, 4.679)  0.084
H (-0.761, 2.731, 5.734)  0.074
H (-1.581, 3.034, 4.187)  0.076
H (1.595, 1.636, 2.654)  0.069
C (-0.667, -4.994, 4.757)  -0.071
C (-1.038, -3.542, 4.584)  -0.499
C (0.186, -2.726, 4.190)  -0.071
O (-2.080, -3.366, 3.631)  -0.043
H (0.071, -5.103, 5.561)  0.083
H (-0.140, -5.414, 3.894)  0.084
H (-1.525, -5.616, 5.010)  0.082
H (-1.362, -3.125, 5.542)  0.137
H (1.004, -2.870, 4.901)  0.081
H (0.024, -1.658, 4.048)  0.056
H (0.581, -3.069, 3.223)  0.078
H (-2.045, -4.075, 2.983)  0.086
C (-0.261, 2.467, -2.692)  -0.061
C (-1.231, 2.562, -1.523)  -0.495
C (-1.998, 3.867, -1.467)  -0.058
O (-2.182, 1.488, -1.569)  -0.070
H (0.352, 1.566, -2.593)  0.057
H (0.388, 3.341, -2.759)  0.077
H (-0.788, 2.344, -3.643)  0.083
H (-0.650, 2.434, -0.598)  0.130
H (-2.597, 3.983, -2.371)  0.083
H (-1.330, 4.722, -1.369)  0.078
H (-2.645, 3.838, -0.590)  0.078
H (-1.718, 0.698, -1.264)  0.035

***

Record 2
This record from the Open Molecules 2025 dataset describes a molecular structure, C30H34AsF3N4O6ReSi2. The level of theory is ωB97M-V/def2-TZVPD.

Net charge = 0
Gap between HOMO and LUMO (alpha / beta) = 5.872 / 6.332 eV
Spin multiplicity = 4
E_HOMO (alpha / beta) = -6.12 / -7.27 eV
LUMO level (alpha / beta) = -0.3 / -0.9 eV

Last column: Löwdin spin population.
CARTESIAN COORDINATES (ANGSTROEM)
Re (1.429, -0.123, -0.349)  1.673
O (5.446, -1.129, -0.254)  0.047
C (4.198, -0.752, 0.056)  0.155
O (3.506, -0.129, -0.806)  0.142
C (3.694, -1.023, 1.332)  0.163
C (4.438, -1.564, 2.406)  0.045
C (3.901, -1.574, 3.653)  0.087
C (2.613, -0.999, 3.856)  0.110
C (1.914, -0.526, 2.781)  0.040
N (2.381, -0.592, 1.511)  0.229
C (0.608, 0.166, 3.080)  0.004
O (-0.108, -0.221, 3.967)  0.003
O (0.285, 1.268, 2.397)  0.007
H (5.551, -1.011, -1.208)  0.002
H (5.437, -1.926, 2.204)  0.001
H (4.451, -1.979, 4.492)  0.003
H (2.174, -0.912, 4.838)  0.005
C (-1.398, -6.570, -2.884)  0.000
O (-2.777, -6.359, -2.622)  0.001
C (-3.262, -5.108, -2.802)  0.001
C (-2.534, -4.063, -3.365)  0.000
C (-3.105, -2.804, -3.472)  0.001
C (-4.402, -2.567, -3.025)  0.000
C (-5.140, -3.640, -2.528)  0.001
C (-4.580, -4.894, -2.406)  0.000
N (-5.140, -1.333, -3.129)  0.007
N (-4.606, -0.219, -3.214)  0.001
C (-3.239, 0.005, -2.863)  0.019
C (-2.467, 0.711, -3.746)  -0.005
C (-1.085, 0.903, -3.552)  0.021
C (-0.490, 0.451, -2.404)  0.001
O (0.808, 0.549, -2.138)  0.115
C (-1.318, -0.126, -1.404)  0.003
N (-0.679, -0.409, -0.224)  0.008
C (-1.364, -0.986, 0.741)  0.016
C (-2.725, -1.302, 0.605)  -0.003
C (-3.381, -1.010, -0.555)  0.007
C (-2.675, -0.397, -1.617)  -0.001
H (-1.182, -7.586, -2.567)  0.000
H (-0.777, -5.871, -2.318)  0.000
H (-1.177, -6.471, -3.949)  0.000
H (-1.524, -4.209, -3.718)  0.000
H (-2.530, -2.018, -3.940)  0.000
H (-6.164, -3.461, -2.221)  0.000
H (-5.144, -5.727, -2.006)  0.000
H (-2.937, 1.051, -4.662)  -0.001
H (-0.477, 1.385, -4.307)  0.001
H (-0.841, -1.213, 1.658)  0.002
H (-3.235, -1.775, 1.433)  0.000
H (-4.431, -1.242, -0.654)  0.000
F (0.607, -2.542, -1.830)  0.013
C (1.426, -2.208, -0.779)  0.014
F (0.936, -2.947, 0.275)  0.008
F (2.612, -2.819, -1.079)  0.004
C (4.322, 2.090, 2.384)  0.001
Si (2.840, 3.187, 2.173)  -0.001
C (2.120, 3.653, 3.823)  0.000
C (3.389, 4.670, 1.183)  0.000
As (1.141, 2.071, 0.915)  0.030
Si (-0.711, 3.608, 0.838)  0.010
C (-0.086, 5.350, 0.594)  0.001
C (-1.684, 3.464, 2.407)  0.003
C (-1.748, 3.187, -0.646)  0.000
H (5.092, 2.628, 2.945)  0.000
H (4.740, 1.810, 1.414)  0.000
H (4.090, 1.174, 2.929)  0.000
H (2.892, 4.087, 4.464)  0.000
H (1.709, 2.776, 4.329)  0.000
H (1.314, 4.383, 3.717)  0.000
H (4.145, 5.226, 1.743)  0.000
H (2.574, 5.352, 0.947)  0.000
H (3.839, 4.346, 0.242)  0.000
H (0.410, 5.749, 1.481)  0.000
H (-0.941, 5.994, 0.370)  0.000
H (0.607, 5.410, -0.248)  0.000
H (-1.064, 3.633, 3.289)  0.000
H (-2.122, 2.470, 2.503)  0.000
H (-2.486, 4.207, 2.393)  0.001
H (-1.131, 3.106, -1.544)  0.000
H (-2.490, 3.972, -0.814)  0.000
H (-2.279, 2.241, -0.521)  0.000

***

Record 3
This record from the Open Molecules 2025 dataset describes a molecular structure, C24H15CoF14N2O2S. The level of theory is ωB97M-V/def2-TZVPD.

Net charge = -1
Gap between HOMO and LUMO (alpha / beta) = 7.595 / 7.664 eV
Spin multiplicity = 4
E_HOMO (alpha / beta) = -5.29 / -5.36 eV
LUMO level (alpha / beta) = 2.3 / 2.3 eV

Last column: Löwdin spin population.
CARTESIAN COORDINATES (ANGSTROEM)
Co (-0.685, 0.019, 0.281)  2.697
F (3.608, -1.886, -4.895)  0.001
C (2.925, -1.126, -4.028)  0.004
C (1.541, -1.122, -4.036)  -0.001
F (0.884, -1.877, -4.925)  -0.001
C (0.843, -0.328, -3.141)  0.005
F (-0.490, -0.341, -3.224)  0.001
C (1.478, 0.477, -2.203)  0.010
S (0.604, 1.489, -1.072)  0.048
C (2.873, 0.451, -2.227)  0.005
F (3.580, 1.190, -1.354)  0.002
C (3.595, -0.328, -3.112)  -0.001
F (4.935, -0.323, -3.087)  0.000
F (-6.604, 2.131, 7.275)  0.000
C (-6.160, 3.167, 6.528)  0.000
F (-5.501, 3.977, 7.388)  0.000
F (-7.252, 3.846, 6.129)  0.000
C (-5.299, 2.722, 5.390)  0.002
C (-5.650, 2.981, 4.073)  0.000
C (-4.831, 2.554, 3.044)  0.002
C (-3.642, 1.865, 3.307)  0.001
C (-3.307, 1.608, 4.644)  0.002
C (-4.123, 2.031, 5.672)  0.000
C (-2.796, 1.436, 2.246)  0.020
C (-2.056, 1.106, 1.334)  0.038
H (-6.565, 3.514, 3.851)  0.000
H (-5.100, 2.750, 2.016)  0.000
H (-2.396, 1.064, 4.856)  0.000
H (-3.852, 1.823, 6.700)  0.000
C (-2.955, -1.987, -1.754)  0.002
C (-2.140, -2.516, -0.567)  0.012
O (-1.077, -1.742, -0.257)  0.088
C (-3.081, -2.656, 0.661)  0.002
F (-3.915, -3.718, 0.559)  0.001
F (-2.415, -2.794, 1.811)  0.000
F (-3.862, -1.574, 0.790)  0.001
C (-1.594, -3.919, -0.939)  0.003
F (-0.587, -3.813, -1.815)  0.000
F (-1.124, -4.595, 0.122)  0.000
F (-2.519, -4.712, -1.525)  0.001
H (-3.166, -0.934, -1.571)  0.001
H (-3.893, -2.524, -1.895)  0.000
H (-2.355, -2.065, -2.659)  0.000
N (0.900, -0.190, 1.739)  0.026
C (1.440, 0.666, 2.302)  0.017
N (2.070, 1.693, 2.803)  0.006
C (2.779, 2.624, 1.926)  0.001
C (4.189, 2.795, 2.465)  0.000
O (4.165, 3.195, 3.828)  0.000
C (3.537, 2.224, 4.642)  0.000
C (2.089, 2.011, 4.222)  0.000
H (2.252, 3.583, 1.940)  0.000
H (2.764, 2.230, 0.909)  0.000
H (4.720, 3.574, 1.920)  0.000
H (4.743, 1.851, 2.368)  0.000
H (3.590, 2.591, 5.668)  0.000
H (4.085, 1.273, 4.576)  0.000
H (1.510, 2.925, 4.393)  0.000
H (1.629, 1.195, 4.778)  0.000

***

Record 4
This record from the Open Molecules 2025 dataset describes a molecular structure, C5H9N3O2S3. The level of theory is ωB97M-V/def2-TZVPD.

Net charge = 0
Gap between HOMO and LUMO = 6.412 eV
E_HOMO = -6.38 eV
LUMO level = 0.0 eV

Last column: Löwdin charge in e.
CARTESIAN COORDINATES (ANGSTROEM)
C (-0.859, -1.162, 0.090)  -0.921
C (-2.539, 0.725, 0.478)  -0.407
C (-2.841, -0.242, -0.660)  -0.217
C (2.248, 1.831, 0.020)  -0.376
C (1.654, -1.420, -0.868)  -0.399
H (0.915, -1.283, 2.098)  -0.101
H (-3.435, 0.974, 1.051)  0.084
H (-2.065, 1.643, 0.119)  0.076
H (-3.587, -0.985, -0.351)  0.130
H (-3.184, 0.266, -1.563)  0.131
H (3.937, 1.981, 0.820)  0.038
H (2.204, 2.868, -0.336)  0.115
H (0.377, 1.613, -0.826)  0.089
H (2.200, -0.807, -1.609)  0.121
N (0.095, -1.978, -0.010)  -0.535
N (3.204, 1.299, 0.658)  0.075
N (1.114, 1.121, -0.343)  -0.244
O (-1.626, -0.901, -0.996)  -0.034
O (1.658, -2.618, -0.815)  -0.113
S (1.170, -2.309, 1.251)  0.847
S (-1.384, -0.210, 1.512)  0.919
S (0.743, -0.408, 0.278)  0.721

***

Relative energy (zero: lowest compared OMol25 entry of this formula, charge and spin) across the listed records, respectively: 48.22 17.67 35.88 1121.61 kJ/mol.